Record 1
C42H36N8O9PTb | ωB97M-V/def2-TZVPD

Each line ends with the Mulliken spin population.
Atoms and positions in Å:
Tb: -0.18 -0.44 0.44  6.2050
C: 1.79 0.53 4.00  0.0011
C: 2.55 0.10 2.81  0.0032
N: 2.04 -0.14 1.61  -0.0374
C: 3.08 -0.54 0.81  0.0045
C: 4.24 -0.53 1.55  -0.0017
N: 3.88 -0.11 2.80  0.0000
C: 5.66 -0.84 1.27  0.0001
O: 5.95 -1.25 0.06  0.0000
O: 6.48 -0.69 2.15  -0.0001
C: 2.81 -0.96 -0.61  -0.0064
O: 3.75 -1.45 -1.27  0.0009
O: 1.63 -0.78 -1.01  -0.0473
H: 0.83 0.03 4.01  -0.0001
H: 1.61 1.60 3.97  0.0000
H: 2.35 0.29 4.91  0.0000
H: 4.53 -0.03 3.56  0.0000
H: 5.12 -1.36 -0.53  0.0000
O: -0.68 1.56 2.41  -0.0035
N: -0.36 2.34 1.33  0.0029
C: -1.27 3.03 0.77  -0.0033
C: -0.95 3.85 -0.38  0.0006
C: -1.78 4.93 -0.68  0.0006
C: -1.53 5.73 -1.78  -0.0002
C: -0.45 5.44 -2.59  0.0004
C: 0.37 4.36 -2.31  -0.0003
C: 0.13 3.53 -1.22  -0.0015
P: 1.19 2.07 -0.85  -0.0091
C: 2.51 3.17 -0.17  0.0007
C: 3.38 3.87 -0.99  -0.0015
C: 4.31 4.74 -0.45  0.0001
C: 4.37 4.94 0.91  -0.0002
C: 3.48 4.26 1.74  0.0006
C: 2.57 3.37 1.20  0.0005
C: 1.90 1.71 -2.51  -0.0002
C: 1.13 1.72 -3.67  -0.0008
C: 1.68 1.36 -4.89  0.0008
C: 2.99 0.93 -4.96  -0.0001
C: 3.76 0.87 -3.80  0.0001
C: 3.22 1.27 -2.59  -0.0012
H: -1.65 1.52 2.55  0.0002
H: -2.30 3.05 1.14  -0.0005
H: -2.61 5.16 -0.03  0.0000
H: -2.17 6.57 -2.00  0.0000
H: -0.23 6.07 -3.45  0.0001
H: 1.21 4.15 -2.96  -0.0001
H: 3.35 3.73 -2.06  -0.0003
H: 4.99 5.26 -1.11  0.0000
H: 5.10 5.61 1.33  0.0000
H: 3.51 4.43 2.80  0.0000
H: 1.88 2.83 1.84  0.0003
H: 0.10 2.03 -3.62  -0.0008
H: 1.08 1.40 -5.79  0.0000
H: 3.42 0.63 -5.90  0.0000
H: 4.78 0.52 -3.84  0.0000
H: 3.83 1.24 -1.70  -0.0002
O: -0.30 -1.40 2.59  -0.0178
N: 0.39 -2.48 2.64  0.0016
N: 0.60 -3.06 1.53  -0.0034
O: 0.14 -2.64 0.38  -0.0280
C: 1.40 -4.22 1.53  0.0003
C: 2.18 -4.49 0.42  -0.0003
C: 2.93 -5.64 0.38  0.0000
C: 2.90 -6.52 1.46  0.0000
C: 2.13 -6.23 2.58  -0.0001
C: 1.38 -5.08 2.62  -0.0001
H: 2.18 -3.78 -0.40  0.0008
H: 3.55 -5.86 -0.48  0.0000
H: 3.45 -7.45 1.41  0.0000
H: 2.11 -6.92 3.41  0.0000
H: 0.77 -4.84 3.48  0.0000
C: -2.91 2.43 -2.88  -0.0002
O: -2.54 1.14 -3.35  0.0001
C: -1.71 0.46 -2.55  0.0001
O: -1.22 0.93 -1.53  -0.0372
N: -1.48 -0.79 -2.98  -0.0011
N: -0.78 -1.67 -2.13  0.0063
H: -3.82 2.70 -3.41  0.0000
H: -2.12 3.16 -3.08  0.0000
H: -3.09 2.39 -1.81  0.0002
H: -1.87 -1.10 -3.86  0.0002
H: 0.21 -1.74 -2.38  0.0003
H: -1.21 -2.59 -2.12  -0.0002
N: -10.45 0.82 0.00  0.0004
C: -9.32 0.71 0.15  -0.0002
C: -7.93 0.56 0.32  0.0007
C: -7.21 1.44 1.13  -0.0004
C: -5.85 1.28 1.29  0.0011
C: -5.18 0.24 0.63  -0.0006
C: -5.91 -0.62 -0.20  0.0007
C: -7.26 -0.47 -0.36  -0.0002
C: -3.78 0.05 0.74  0.0019
C: -2.57 -0.16 0.73  -0.0310
H: -7.74 2.24 1.64  -0.0001
H: -5.30 1.97 1.91  0.0001
H: -5.38 -1.40 -0.72  0.0001
H: -7.83 -1.13 -1.00  0.0000

The calculation puts the total energy at -3903.06010 hartree. The spin multiplicity is 7. The LUMO energy (alpha / beta) is -0.13 / -0.13 eV. For the highest occupied orbital energy (alpha / beta), the calculation gives -8.34 / -8.35 eV. For the energy relative to the best compared isomer or geometry (same formula, charge and spin), the calculation gives 212.8 kJ/mol.

---

Record 2
C5H4O2 | ωB97M-V/def2-TZVPD

Each line ends with the natural charge from an NBO analysis.
Atoms and positions in Å:
O: 1.55 -2.50 -0.88  -0.4695
C: 1.05 -1.51 -0.64  0.5362
C: 0.38 0.34 1.59  -0.4032
C: -0.14 1.08 0.60  -0.1822
C: -0.82 0.66 -0.62  -0.5619
C: -0.73 -0.39 -1.43  0.6882
O: -0.88 -1.18 -2.28  -0.4823
H: 0.32 -0.74 1.61  0.1900
H: 0.88 0.81 2.43  0.2049
H: -0.09 2.17 0.71  0.2094
H: -1.56 1.33 -1.06  0.2703

The calculation puts the total energy at -343.31895 hartree. The LUMO energy is 0.45 eV. For the highest occupied orbital energy, the calculation gives -8.52 eV. For the energy relative to the best compared isomer or geometry (same formula, charge and spin), the calculation gives 192.7 kJ/mol.

---

What did the second record say?
C5H4O2 | ωB97M-V/def2-TZVPD

Each line ends with the natural charge from an NBO analysis.
Atoms and positions in Å:
O: 1.55 -2.50 -0.88  -0.4695
C: 1.05 -1.51 -0.64  0.5362
C: 0.38 0.34 1.59  -0.4032
C: -0.14 1.08 0.60  -0.1822
C: -0.82 0.66 -0.62  -0.5619
C: -0.73 -0.39 -1.43  0.6882
O: -0.88 -1.18 -2.28  -0.4823
H: 0.32 -0.74 1.61  0.1900
H: 0.88 0.81 2.43  0.2049
H: -0.09 2.17 0.71  0.2094
H: -1.56 1.33 -1.06  0.2703

The calculation puts the total energy at -343.31895 hartree. The LUMO energy is 0.45 eV. For the highest occupied orbital energy, the calculation gives -8.52 eV. For the energy relative to the best compared isomer or geometry (same formula, charge and spin), the calculation gives 192.7 kJ/mol.

---

> The lowest total energy belongs to which entry?

C42H36N8O9PTb

---

> Look up the total energy of the first one.

-3903.06010 hartree

---

> What is the formula in the second record?

C5H4O2